No. 1
Entry from the OMol25 dataset: a 2-piece molecular cluster, C4H14NO overall (wB97M-V/def2-TZVPD).

Calculated values
HOMO energy in eV: -15.4
Calculated total energy in eV: -7906.1817
ΔE to the lowest compared entry with this formula, charge and spin in kJ/mol: 74.54
HOMO-LUMO gap in eV: 12.30
Total charge: +1

Cartesian coordinates (Å):
C: 0.377 -1.489 -1.447
C: -0.647 -0.427 -0.937
N: 0.089 0.776 -0.257
C: 1.074 1.511 -1.051
C: -1.810 -1.008 -0.122
H: 0.754 -1.993 -0.546
H: -0.175 -2.195 -2.071
H: 1.214 -1.112 -2.040
H: -1.133 0.080 -1.764
H: 0.412 0.538 0.706
H: -0.680 1.450 -0.266
H: 1.788 0.873 -1.600
H: 1.714 2.205 -0.487
H: 0.513 2.094 -1.787
H: -1.458 -1.484 0.786
H: -2.590 -0.266 0.004
H: -2.245 -1.727 -0.809
H: 0.243 0.218 3.986
H: 1.371 1.081 3.446
O: 0.735 0.408 3.177

Atoms 1-3, force components in eV/Å:
-0.7844 0.4980 0.9669
0.9370 -0.1469 -1.0487
-1.1913 -0.5838 0.5498

Results of the Mulliken charge analysis, in e, for atoms 1 through 2: -1.283 0.218

---

No. 2
Entry from the OMol25 dataset: a 2-piece molecular cluster, C4H14NO2 overall (wB97M-V/def2-TZVPD).

Calculated values
HOMO energy (alpha / beta) in eV: -3.0 / -10.8
Spin multiplicity: 2
Calculated total energy in eV: -9955.4534
ΔE to the lowest compared entry with this formula, charge and spin in kJ/mol: 254.35
HOMO-LUMO gap (alpha / beta) in eV: 3.66 / 11.36

Cartesian coordinates (Å):
C: 2.169 0.100 -0.625
C: 0.550 -0.069 -0.547
C: -0.090 0.275 0.735
C: -0.593 -0.810 1.702
O: -1.306 -1.923 1.117
N: 0.422 -1.628 -0.958
H: 2.432 -0.315 -1.601
H: 2.518 -0.558 0.216
H: 2.300 1.175 -0.554
H: 0.301 0.420 -1.470
H: 0.564 0.849 1.509
H: -0.917 0.975 0.523
H: 0.130 -1.180 2.411
H: -1.239 -0.318 2.428
H: -0.926 -2.710 1.532
H: -0.318 -2.032 -0.332
H: 0.077 -1.673 -1.942
H: 1.398 -1.942 -1.039
H: -2.740 3.989 -0.309
H: -2.299 3.968 -1.784
O: -2.434 3.405 -1.013

Atoms 1-3, force components in eV/Å:
-2.7277 -1.0233 1.2081
3.9572 -2.3058 -1.6650
-0.6285 1.2639 2.2606

Results of the Mulliken charge analysis, in e, for atoms 1 through 2: -1.966 -0.413

---

No. 3
Entry from the OMol25 dataset: a 3-piece molecular cluster, C4H14NO2 overall (wB97M-V/def2-TZVPD).

Calculated values
HOMO energy (alpha / beta) in eV: -19.0 / -19.0
Spin multiplicity: 2
Calculated total energy in eV: -9937.5846
ΔE to the lowest compared entry with this formula, charge and spin in kJ/mol: 271.06
HOMO-LUMO gap (alpha / beta) in eV: 10.16 / 3.96
Total charge: +2

Cartesian coordinates (Å):
C: -1.289 -1.065 -2.236
C: -0.900 -0.442 -0.810
C: 0.564 -0.219 -0.794
C: 1.720 0.920 1.061
N: 1.209 -0.131 0.556
H: -1.408 -2.139 -1.976
H: -2.143 -0.552 -2.627
H: -0.484 -0.955 -2.961
H: -1.440 0.563 -0.800
H: -1.207 -1.053 0.050
H: 1.063 -1.152 -1.140
H: 0.974 0.591 -1.389
H: 1.785 1.773 0.389
H: 1.706 1.143 2.127
H: 1.110 -0.985 1.143
H: 1.446 -1.657 3.643
H: 0.087 -1.181 3.612
O: 0.670 -1.730 3.063
H: -1.568 2.218 0.046
H: -1.152 3.383 -0.749
O: -0.742 2.672 -0.208

Atoms 1-3, force components in eV/Å:
0.4090 1.1830 -0.0573
1.4157 -1.0694 0.1471
2.4311 -1.0003 0.6433

Results of the Mulliken charge analysis, in e, for atoms 1 through 2: -1.000 0.108

---

No. 4
Entry from the OMol25 dataset: C4H14NO3 as an isolated structure (wB97M-V/def2-TZVPD).

Calculated values
HOMO energy in eV: -3.8
Calculated total energy in eV: -12006.6966
ΔE to the lowest compared entry with this formula, charge and spin in kJ/mol: 212.23
HOMO-LUMO gap in eV: 7.34
Total charge: -1

Cartesian coordinates (Å):
C: 1.691 1.892 -1.084
C: 0.277 1.297 -1.058
N: 0.223 0.090 -0.397
C: -1.172 -0.344 -0.159
C: -1.870 0.185 1.120
O: -1.229 0.008 2.331
H: 1.936 2.821 -1.577
H: 2.015 1.640 -0.042
H: 2.432 1.326 -1.753
H: -0.105 1.184 -2.092
H: -0.357 2.176 -0.547
H: 0.726 0.087 0.557
H: -1.799 -0.381 -1.063
H: -0.994 -1.480 0.156
H: -2.874 -0.186 1.119
H: -1.918 1.238 0.847
H: -1.054 -1.159 2.609
H: 0.195 -2.137 2.425
O: -0.630 -2.239 2.822
H: 1.961 -2.296 -0.823
H: 0.869 -1.565 -1.663
O: 1.677 -2.156 -1.729

Atoms 1-3, force components in eV/Å:
1.7567 -2.8184 -0.5215
-0.4025 4.6926 -0.9897
-0.1568 -1.6192 2.1925

Results of the Mulliken charge analysis, in e, for atoms 1 through 2: -1.142 -0.333

---

No. 5
Entry from the OMol25 dataset: C4H14NO3 as an isolated structure (wB97M-V/def2-TZVPD).

Calculated values
HOMO energy in eV: -4.2
Calculated total energy in eV: -12006.9746
ΔE to the lowest compared entry with this formula, charge and spin in kJ/mol: 185.41
HOMO-LUMO gap in eV: 8.11
Total charge: -1

Cartesian coordinates (Å):
C: -0.407 -0.318 1.543
O: 0.382 0.836 1.281
C: -1.837 -0.105 0.995
C: -1.983 -0.755 -0.358
C: -0.734 -0.478 -1.348
N: -0.364 0.973 -1.394
H: 0.312 -1.217 1.221
H: -0.306 -0.370 2.657
H: -2.484 -0.639 1.628
H: -1.943 0.991 1.018
H: -2.023 -1.875 -0.296
H: -2.821 -0.424 -0.944
H: -0.894 -0.735 -2.361
H: 0.115 -0.905 -0.928
H: -0.019 1.324 -0.440
H: -1.190 1.575 -1.794
H: 2.176 0.759 -1.369
H: 3.361 -0.044 -0.927
O: 3.016 0.367 -1.647
H: 1.619 0.345 1.206
H: 3.228 0.702 1.281
O: 2.795 -0.007 0.977

Atoms 1-3, force components in eV/Å:
3.1993 0.4293 1.0161
0.9359 -0.6363 -0.4093
2.1644 -0.6202 -0.3539

Results of the Mulliken charge analysis, in e, for atoms 1 through 2: -0.522 -0.865

---

No. 6
Entry from the OMol25 dataset: a 3-piece molecular cluster, C4H14NO3 overall (wB97M-V/def2-TZVPD).

Calculated values
HOMO energy (alpha / beta) in eV: -19.0 / -18.9
Spin multiplicity: 2
Calculated total energy in eV: -11979.5632
ΔE to the lowest compared entry with this formula, charge and spin in kJ/mol: 810.31
HOMO-LUMO gap (alpha / beta) in eV: 5.61 / 4.88
Total charge: +2

Cartesian coordinates (Å):
C: 0.379 0.337 -2.004
O: 1.399 -0.433 -2.587
C: -0.380 -0.110 -0.691
C: 0.160 0.652 0.527
C: -0.395 0.121 1.868
O: -1.293 1.002 2.410
N: -0.337 -1.489 -0.434
H: 0.872 1.253 -1.713
H: -0.379 0.428 -2.799
H: 1.163 -1.394 -2.592
H: -1.398 0.284 -0.789
H: 1.253 0.551 0.533
H: -0.045 1.725 0.509
H: -1.018 -0.802 1.624
H: 0.376 -0.240 2.543
H: -0.984 1.149 3.340
H: -3.216 1.879 1.371
H: -1.073 -2.048 -0.877
H: -2.650 1.805 0.904
H: 3.314 -1.474 -0.287
H: 1.850 -1.976 -0.317
O: 2.400 -1.218 -0.539

Atoms 1-3, force components in eV/Å:
0.7106 0.0825 -0.0445
-0.4092 -0.9141 0.8334
-0.6536 -0.3174 2.0304

Results of the Mulliken charge analysis, in e, for atoms 1 through 2: -0.571 -0.128

---

No. 7
Entry from the OMol25 dataset: a 2-piece molecular cluster, C4H14NOS2 overall (wB97M-V/def2-TZVPD).

Calculated values
HOMO energy in eV: -12.6
Calculated total energy in eV: -29576.4132
ΔE to the lowest compared entry with this formula, charge and spin in kJ/mol: 92.45
HOMO-LUMO gap in eV: 9.54
Total charge: +1

Cartesian coordinates (Å):
N: 1.232 -0.963 -0.461
C: 0.366 -0.556 -1.743
C: 0.220 -1.842 -2.537
C: -0.971 -0.089 -1.191
S: -1.131 1.577 -0.478
S: 0.019 1.574 1.049
C: -0.708 0.967 2.606
H: 1.638 -1.875 -0.649
H: 1.947 -0.262 -0.280
H: 0.608 -1.039 0.338
H: 1.027 0.126 -2.261
H: 0.814 -1.862 -3.462
H: -0.753 -2.221 -2.836
H: 0.718 -2.674 -2.026
H: -1.606 -0.059 -2.108
H: -1.414 -0.834 -0.527
H: -0.283 1.682 3.354
H: -0.187 0.081 2.958
H: -1.798 0.854 2.624
H: 1.440 -3.297 2.280
H: 2.148 -2.018 2.254
O: 1.631 -2.589 1.660

Atoms 1-3, force components in eV/Å:
-0.6534 0.4557 -1.5993
0.4641 -1.2758 1.8018
1.2087 -1.2997 -1.0011

Results of the Mulliken charge analysis, in e, for atoms 1 through 2: -0.399 0.496

---

No. 8
Entry from the OMol25 dataset: a 2-piece molecular cluster, C4H14NS2 overall (wB97M-V/def2-TZVPD).

Calculated values
HOMO energy in eV: -11.2
Calculated total energy in eV: -27528.7598
ΔE to the lowest compared entry with this formula, charge and spin in kJ/mol: 92.03
HOMO-LUMO gap in eV: 7.99
Total charge: +1

Cartesian coordinates (Å):
C: -3.028 2.454 0.625
S: -1.760 1.177 0.403
S: -2.286 -0.151 1.842
C: -1.032 -1.463 1.533
H: -3.996 1.938 0.499
H: -2.901 2.942 1.598
H: -2.827 3.251 -0.141
H: -0.101 -0.957 1.896
H: -1.231 -2.329 2.211
H: -1.034 -1.863 0.515
C: 3.072 -0.461 -0.665
C: 1.694 -1.046 -0.899
N: 0.710 0.033 -1.429
H: 3.657 -1.218 -0.173
H: 3.497 -0.191 -1.597
H: 3.114 0.446 -0.013
H: 1.733 -1.826 -1.680
H: 1.191 -1.495 -0.009
H: 0.348 0.556 -0.576
H: -0.043 -0.427 -1.877
H: 1.224 0.631 -2.064

Atoms 1-3, force components in eV/Å:
0.1787 0.3356 -0.2735
0.7506 0.5838 -1.0203
-0.6227 -1.3266 0.7991

Results of the Mulliken charge analysis, in e, for atoms 1 through 2: -0.948 0.035

---

No. 9
Entry from the OMol25 dataset: a 3-piece molecular cluster, C4H14O2 overall (wB97M-V/def2-TZVPD).

Calculated values
HOMO energy in eV: -10.6
Calculated total energy in eV: -8469.3997
ΔE to the lowest compared entry with this formula, charge and spin in kJ/mol: 92.60
HOMO-LUMO gap in eV: 11.14
SMILES: CC(C)C.O.O

Cartesian coordinates (Å):
C: -1.695 0.730 -0.748
C: -0.419 1.589 -1.015
C: -0.012 2.523 0.160
C: 0.743 0.688 -1.338
H: -1.680 0.140 -1.679
H: -1.762 0.038 0.092
H: -2.613 1.312 -0.763
H: -0.822 2.246 -1.772
H: 0.730 3.164 -0.309
H: 0.477 2.007 0.977
H: -0.964 2.957 0.674
H: 0.569 0.217 -2.308
H: 1.753 1.046 -1.380
H: 0.724 -0.105 -0.609
H: 1.121 -3.975 2.694
H: 2.176 -4.563 1.814
O: 1.307 -4.145 1.764
H: 0.340 -1.912 0.510
H: -0.089 -2.388 1.857
O: 0.115 -1.569 1.380

Atoms 1-3, force components in eV/Å:
0.5690 -0.3124 -1.2238
-1.0483 0.4115 2.7006
-1.8306 -0.3622 0.1758

Results of the Mulliken charge analysis, in e, for atoms 1 through 2: -1.344 0.801

---

No. 10
Entry from the OMol25 dataset: a 3-piece molecular cluster, C4H14O2S overall (wB97M-V/def2-TZVPD).

Calculated values
HOMO energy in eV: -8.7
Calculated total energy in eV: -19304.9011
ΔE to the lowest compared entry with this formula, charge and spin in kJ/mol: 62.04
HOMO-LUMO gap in eV: 9.30
SMILES: CCCCS.O.O

Cartesian coordinates (Å):
C: -1.771 1.011 0.652
C: -0.340 0.467 0.435
C: -0.373 -0.639 -0.610
C: 0.956 -1.355 -0.728
S: 1.175 -2.250 -2.351
H: -2.338 0.949 -0.276
H: -2.299 0.419 1.391
H: -1.757 2.055 0.951
H: -0.041 0.050 1.394
H: 0.303 1.261 0.087
H: -0.514 -0.122 -1.566
H: -1.246 -1.291 -0.535
H: 1.225 -2.058 0.050
H: 1.721 -0.577 -0.751
H: -0.113 -2.129 -2.683
H: 0.811 3.115 -1.202
H: 1.687 2.180 -2.071
O: 0.803 2.297 -1.709
H: 0.199 -1.189 3.784
H: 1.312 -0.797 2.780
O: 0.600 -1.397 2.959

Atoms 1-3, force components in eV/Å:
0.4353 0.0053 -0.4419
-1.4055 -0.4722 0.5508
0.2175 0.4221 -0.7252

Results of the Mulliken charge analysis, in e, for atoms 1 through 2: -1.397 0.115

---

No. 11
Entry from the OMol25 dataset: a 3-piece molecular cluster, C4H14O2S overall (wB97M-V/def2-TZVPD).

Calculated values
HOMO energy (alpha / beta) in eV: -13.1 / -13.1
Spin multiplicity: 2
Calculated total energy in eV: -19296.1650
ΔE to the lowest compared entry with this formula, charge and spin in kJ/mol: 55.28
HOMO-LUMO gap (alpha / beta) in eV: 9.24 / 4.21
Total charge: +1

Cartesian coordinates (Å):
C: 0.317 0.303 2.619
C: 0.859 -0.935 1.914
C: -0.117 -1.406 0.811
C: 0.160 -2.882 0.488
S: -1.157 -3.276 -0.715
H: 1.005 0.597 3.406
H: -0.589 0.009 3.148
H: 0.146 1.124 1.909
H: 1.839 -0.755 1.471
H: 1.002 -1.729 2.641
H: -1.120 -1.229 1.174
H: 0.043 -0.819 -0.091
H: 1.113 -2.955 -0.021
H: 0.065 -3.660 1.252
H: -0.482 -3.395 -1.881
H: -0.756 3.374 -5.107
H: -1.441 2.629 -3.984
O: -0.589 3.026 -4.211
H: -0.414 3.934 -2.329
H: 0.520 3.977 -1.123
O: -0.405 4.068 -1.373

Atoms 1-3, force components in eV/Å:
0.0734 -0.3617 -0.0963
0.2446 0.0854 -0.1376
0.3565 0.0519 0.6559

Results of the Mulliken charge analysis, in e, for atoms 1 through 2: -1.266 -0.537

---

No. 12
Entry from the OMol25 dataset: a 3-piece molecular cluster, C4H14O2S2 overall (wB97M-V/def2-TZVPD).

Calculated values
HOMO energy (alpha / beta) in eV: -14.3 / -14.6
Spin multiplicity: 2
Calculated total energy in eV: -30132.5236
ΔE to the lowest compared entry with this formula, charge and spin in kJ/mol: 0.00
HOMO-LUMO gap (alpha / beta) in eV: 10.64 / 7.04
Total charge: +1

Cartesian coordinates (Å):
C: 0.619 1.910 -1.475
C: 1.592 0.722 -1.699
S: 0.859 -0.671 -2.615
S: -0.862 -1.067 -1.680
C: -0.380 -1.210 0.079
C: -0.093 -2.679 0.436
H: 0.414 1.859 -0.415
H: -0.276 1.752 -2.060
H: 1.146 2.836 -1.687
H: 1.943 0.347 -0.736
H: 2.519 0.892 -2.251
H: 0.464 -0.571 0.309
H: -1.255 -0.859 0.603
H: -0.887 -3.324 0.095
H: 0.120 -2.655 1.506
H: 0.907 -2.901 0.056
H: -0.956 -0.399 3.418
H: -0.478 0.965 3.105
O: -0.527 0.086 2.694
H: -1.998 1.621 0.104
H: -1.366 1.293 1.402
O: -1.505 2.052 0.812

Atoms 1-3, force components in eV/Å:
1.2273 -1.0089 0.1217
0.3567 -0.3909 0.3719
-0.5327 0.3602 -0.0292

Results of the Mulliken charge analysis, in e, for atoms 1 through 2: -0.748 -0.611

---

Number 1: largest force on an atom 2.27 eV/Å. Number 2: largest force on an atom 4.87 eV/Å. Number 3: largest force on an atom 2.71 eV/Å. Number 4: largest force on an atom 5.30 eV/Å. Number 5: largest force on an atom 5.74 eV/Å. Number 6: largest force on an atom 2.42 eV/Å. Number 7: largest force on an atom 3.23 eV/Å. Number 8: largest force on an atom 2.95 eV/Å. Number 9: largest force on an atom 2.93 eV/Å. Number 10: largest force on an atom 1.58 eV/Å. Number 11: largest force on an atom 1.26 eV/Å. Number 12: largest force on an atom 1.91 eV/Å.